No. 1
C5H10O2 as an isolated structure. Source: OMol25; level of theory: wB97M-V/def2-TZVPD.

Element x y z (Å)
O 0.5577 -2.0791 0.2588
C -0.8148 -1.7345 0.1901
C -0.9254 -0.2560 0.5124
C -0.0837 0.5940 -0.4136
C 0.0719 2.0885 -0.1446
O 1.4427 2.0488 -0.5664
C 1.4438 0.6267 -0.3234
H 0.6518 -3.0124 0.0386
H -1.4100 -2.3194 0.9075
H -1.2203 -1.9255 -0.8176
H -0.6136 -0.0871 1.5508
H -1.9792 0.0459 0.4353
H -0.3903 0.4511 -1.4578
H 0.0140 2.3518 0.9252
H -0.5737 2.7341 -0.7412
H 2.0390 0.0689 -1.0500
H 1.7902 0.4042 0.6961

ΔE to the lowest compared entry with this formula, charge and spin, kJ/mol: 227.7
Kohn-Sham gap, eV: 10.256
Max |F|, eV/A: 0.5
Net charge: 0
E_LUMO, eV: 0.809

***

No. 2
A 17-piece molecular cluster, C68H160Cl4F9N10O14S3 overall in a non-equilibrium geometry. Source: OMol25; level of theory: wB97M-V/def2-TZVPD.

Element x y z (Å)
C 3.0756 -0.6970 9.9879
C 3.4233 0.6463 9.3219
C 3.2312 0.5849 7.8000
C 3.7279 1.8747 7.1468
N 4.0743 1.7698 5.6665
C 5.2532 0.8095 5.4572
C 5.9668 1.3094 4.2001
C 5.5387 2.7818 3.9630
C 4.5413 3.1206 5.1127
C 3.0007 1.3221 4.7292
H 2.0367 -0.9758 9.6334
H 2.8793 -0.4292 11.0440
H 3.8145 -1.5569 9.8649
H 4.4418 0.9616 9.5592
H 2.6553 1.3399 9.6586
H 2.1664 0.2631 7.4988
H 3.8090 -0.2841 7.4908
H 4.6465 2.2213 7.6224
H 2.9265 2.6185 7.2169
H 4.8843 -0.2317 5.4236
H 5.8803 0.9843 6.3620
H 5.5362 0.7220 3.3554
H 7.0165 1.0482 4.3169
H 5.0192 2.8183 2.9941
H 6.3765 3.4930 3.8642
H 3.6537 3.6908 4.7776
H 5.1453 3.5700 5.9612
H 3.4003 1.2103 3.7349
H 2.0923 1.9742 4.6815
H 2.6222 0.3263 5.0019
C -3.2895 -0.7716 -0.7992
C -2.5330 0.1883 -1.6250
C -0.9913 -0.0798 -1.9820
C -0.0937 0.0862 -0.8023
N 0.6538 -1.1811 -0.4469
C -0.1686 -2.4711 -0.5408
C 0.5264 -3.3953 0.5869
C 1.6745 -2.5710 1.2459
C 1.1902 -1.1586 0.9512
C 1.8358 -1.4142 -1.3480
H -3.5391 -1.6874 -1.3049
H -4.2635 -0.3461 -0.5458
H -2.8039 -0.9041 0.1207
H -2.5840 1.2367 -1.1745
H -3.0046 0.2823 -2.6291
H -0.8319 0.6807 -2.7349
H -0.9673 -1.0884 -2.4511
H -0.5852 0.4149 0.1502
H 0.7273 0.8632 -0.9536
H -0.1693 -2.8292 -1.5488
H -1.2285 -2.1456 -0.3765
H 0.7338 -4.3761 0.1299
H -0.2561 -3.5482 1.3524
H 2.6724 -2.8706 0.9096
H 1.6525 -2.7182 2.2959
H 1.9601 -0.3851 1.0969
H 0.3364 -0.8598 1.6410
H 2.7107 -0.9905 -0.9184
H 1.6052 -0.9704 -2.2911
H 1.9123 -2.5075 -1.4797
C -4.1329 6.9516 -11.3237
C -3.8061 6.0961 -10.1211
C -3.7658 6.8502 -8.8568
C -2.9718 6.0377 -7.7795
N -3.0948 6.4881 -6.3565
C -2.6071 8.0018 -6.1844
C -1.2533 7.9490 -5.5885
C -0.8023 6.4508 -5.6249
C -2.1273 5.6977 -5.5555
C -4.4826 6.3572 -5.8157
H -4.0966 6.4954 -12.2844
H -3.4285 7.7875 -11.3066
H -5.0797 7.4986 -11.2034
H -2.8510 5.5632 -10.3434
H -4.5062 5.2574 -10.0342
H -4.7776 7.0182 -8.4825
H -3.2632 7.8321 -8.9862
H -1.9041 6.0790 -8.0370
H -3.2451 4.9656 -7.7469
H -3.4119 8.4421 -5.5508
H -2.7141 8.4964 -7.2095
H -1.3602 8.2284 -4.5519
H -0.5514 8.5580 -6.1665
H -0.1554 6.2716 -4.7198
H -0.2359 6.2546 -6.5537
H -2.4709 5.5914 -4.5047
H -2.0656 4.6721 -5.9598
H -5.1458 7.1629 -6.1561
H -4.4645 6.4250 -4.7523
H -4.9212 5.3819 -6.0485
C -0.3803 -1.9319 8.2456
C -0.1683 -1.9770 6.7597
C 1.1773 -2.5761 6.2759
C 1.1615 -4.0721 6.5821
N 2.1654 -4.9576 5.9166
C 1.9507 -4.9489 4.4353
C 2.0889 -6.3833 4.0815
C 1.3647 -7.0803 5.1888
C 1.9505 -6.4072 6.3984
C 3.5332 -4.4454 6.2177
H -1.2623 -1.2984 8.5345
H 0.5769 -1.6059 8.6233
H -0.5598 -2.9820 8.5374
H -0.1923 -0.9689 6.3622
H -1.0623 -2.5302 6.3452
H 1.9987 -2.0443 6.8397
H 1.2591 -2.4340 5.1863
H 0.2496 -4.4722 6.2253
H 1.2941 -4.2236 7.6606
H 2.6169 -4.2634 3.9009
H 0.9461 -4.6063 4.2178
H 3.1501 -6.7185 3.8996
H 1.5905 -6.5993 3.1840
H 1.5583 -8.1416 5.1929
H 0.2717 -6.9003 5.0827
H 2.9636 -6.7901 6.5585
H 1.4501 -6.4082 7.3618
H 3.6632 -3.4413 5.7077
H 4.2679 -5.1680 5.8071
H 3.6009 -4.5146 7.3229
C 0.0884 -9.3574 -6.8565
C -0.7033 -8.7097 -5.7114
C -0.6113 -9.4096 -4.3539
C -1.4775 -8.6334 -3.3899
N -1.5003 -8.9749 -1.9484
C -2.4258 -7.9234 -1.2082
C -1.5257 -7.2974 -0.1825
C -0.3852 -8.3630 0.0322
C -0.1151 -8.8219 -1.3723
C -1.9252 -10.4353 -1.7859
H 1.0177 -9.8941 -6.4802
H 0.3368 -8.6455 -7.5926
H -0.5874 -9.9770 -7.4315
H -1.7623 -8.6167 -5.9132
H -0.2520 -7.7571 -5.5789
H 0.4285 -9.5704 -3.9419
H -0.9642 -10.4589 -4.5123
H -2.5327 -8.7224 -3.7302
H -1.1421 -7.5723 -3.3684
H -3.2238 -8.5865 -0.8073
H -2.8816 -7.2395 -1.8851
H -2.0547 -7.0446 0.8023
H -1.1697 -6.3613 -0.6131
H -0.8624 -9.2912 0.4907
H 0.4387 -8.1179 0.6738
H 0.4899 -9.6986 -1.4451
H 0.4582 -7.9857 -1.8366
H -1.1384 -11.1269 -2.0759
H -2.8040 -10.5939 -2.4718
H -2.2947 -10.5382 -0.7618
C -1.0675 4.3681 -0.5637
C -1.4771 5.8252 -0.3910
C -0.9651 6.9018 -1.3569
O -1.7606 8.0735 -1.1443
C -1.2227 9.0270 -0.1844
N -3.0052 5.8459 -0.4380
H -3.2253 6.8500 -0.2894
H -3.3966 5.4151 -1.3793
H -3.4055 5.3114 0.3470
H -1.4855 3.6410 0.1130
H -0.0290 4.2823 -0.2959
H -1.1517 4.0815 -1.6166
H -1.3915 6.2289 0.6239
H -1.1637 6.7077 -2.4351
H 0.1286 7.1455 -1.2287
H -1.9199 9.8579 -0.3907
H -0.2892 9.4098 -0.5183
H -1.2500 8.5685 0.8072
C 3.5368 -2.2136 -4.6483
C 3.0918 -2.2082 -6.0849
C 2.2298 -3.3169 -6.5400
O 1.6500 -2.9271 -7.7250
C 0.6702 -3.8337 -8.2370
N 2.3021 -0.9484 -6.3915
H 2.5891 -0.4777 -7.2422
H 1.3494 -1.1546 -6.7321
H 2.2193 -0.1681 -5.6569
H 3.9885 -1.2637 -4.3953
H 4.3015 -2.9481 -4.5032
H 2.7641 -2.3905 -3.8871
H 3.9665 -2.1146 -6.7546
H 1.4576 -3.4867 -5.7405
H 2.7665 -4.2746 -6.5447
H -0.0931 -3.9221 -7.4711
H 1.1885 -4.8053 -8.4635
H 0.2629 -3.3862 -9.1274
C -7.7598 5.0997 -0.6956
C -8.0253 4.2158 0.5893
C -9.0976 3.1872 0.2983
O -9.1822 2.2131 1.2757
C -10.4933 2.0033 1.8143
N -6.7520 3.4918 1.0893
H -6.1445 4.1251 1.5752
H -7.1619 2.7861 1.7346
H -6.1858 3.0144 0.4318
H -8.5860 5.7193 -0.9780
H -7.4854 4.4081 -1.5131
H -6.8488 5.7024 -0.5436
H -8.2259 4.8324 1.4420
H -9.1295 2.7085 -0.6924
H -9.9529 3.8063 0.3174
H -11.2572 1.9520 1.0319
H -10.8250 2.9046 2.3995
H -10.4050 1.0815 2.4521
C -3.1948 0.9772 3.0666
C -1.9576 0.2887 3.5321
C -0.7987 1.1485 4.0786
O -1.3104 1.6047 5.3415
C -0.4251 2.4871 6.0256
N -2.2840 -0.6596 4.6272
H -1.7944 -0.3542 5.4712
H -3.2484 -0.5461 4.8055
H -2.0395 -1.7016 4.3512
H -3.7158 1.3916 3.9254
H -3.8527 0.3482 2.5094
H -2.9055 1.8403 2.3999
H -1.4749 -0.3296 2.7008
H -0.4808 1.9513 3.4013
H 0.0599 0.3814 4.1334
H -0.1119 3.2848 5.3484
H 0.4675 1.9453 6.3719
H -0.8591 2.8839 6.9333
C 7.1498 3.1438 0.4387
C 6.6745 2.3255 -0.8233
C 6.7473 0.8487 -0.6517
O 5.7514 0.5864 0.2631
C 6.0247 -0.6536 0.9676
N 5.2088 2.6820 -1.0186
H 4.7071 2.2322 -1.7955
H 4.6601 2.2880 -0.2285
H 5.1385 3.7021 -0.9072
H 8.1019 2.8053 0.8574
H 6.4316 2.9468 1.2471
H 7.1787 4.1968 0.1658
H 7.2634 2.6997 -1.6373
H 7.7656 0.7253 -0.2673
H 6.6995 0.2371 -1.5558
H 5.9406 -1.4496 0.2458
H 5.2749 -0.8035 1.7663
H 7.0191 -0.5227 1.2946
Cl -1.2965 -3.2990 3.7866
Cl -4.5402 4.6510 -2.6002
Cl 3.8556 -1.8507 3.9952
Cl 2.6803 2.2275 1.4819
C -2.3682 5.1964 3.9010
F -2.2235 4.1517 4.7821
F -2.2317 6.3162 4.7036
F -1.3765 5.0900 3.0407
S -3.9942 5.2940 3.1020
O -4.9788 5.1933 4.1705
O -3.8347 6.5933 2.4514
O -4.0958 4.1197 2.1549
C 2.7177 3.3985 -4.0560
F 3.8585 4.0350 -3.8957
F 1.8599 3.9259 -3.1914
F 2.1737 3.6450 -5.3438
S 3.0456 1.6088 -3.9331
O 4.3274 1.5832 -4.6920
O 3.2380 1.3924 -2.5477
O 1.8939 1.0030 -4.6385
C 3.2817 -6.2357 -1.6902
F 4.3265 -6.8234 -2.2629
F 2.8241 -7.1440 -0.7326
F 3.7865 -5.1602 -1.0735
S 1.8350 -5.7753 -2.7164
O 0.8887 -5.4293 -1.6980
O 2.2251 -4.6421 -3.5219
O 1.4969 -6.9641 -3.4694

Kohn-Sham gap, eV: 8.509
Max |F|, eV/A: 5.1
Net charge: +3
E_LUMO, eV: -4.284

***

No. 3
An isolated molecule of C4H6O. Source: OMol25; level of theory: wB97M-V/def2-TZVPD.

Element x y z (Å)
O 1.1920 1.2019 -0.2660
C 1.1455 -0.0388 0.3873
C -0.2810 -0.4266 0.8523
C -1.1798 -0.1954 -0.2766
C -1.7358 0.0928 -1.3075
H 0.7062 1.1088 -1.0982
H 1.5474 -0.8447 -0.2479
H 1.7821 0.0579 1.2695
H -0.3199 -1.4774 1.1713
H -0.5742 0.1920 1.7085
H -2.2825 0.3295 -2.1927

ΔE to the lowest compared entry with this formula, charge and spin, kJ/mol: 129.4
Kohn-Sham gap, eV: 11.114
SMILES: C#CCCO
Max |F|, eV/A: 0.7
Net charge: 0
E_LUMO, eV: 1.014